Entry 1:
Entry from the OMol25 dataset: a molecular structure, C29H38IrN4O8 (wB97M-V/def2-TZVPD).

Its net charge is +2. As for the energy above the lowest of the compared OMol25 structures with the same formula, charge and spin: 0.00 kcal/mol. The LUMO energy (spin up / spin down) is -0.1900 / -0.2811 Eh. The calculation puts the total energy at -2052.60684 a.u. Its spin multiplicity is 6. As for the frontier orbital gap (spin up / spin down): 7.68 / 6.57 eV.

Each line ends with the Mulliken spin population.
CARTESIAN COORDINATES (ANGSTROEM)
Ir  -0.20946  0.30380  -0.45766  2.0652
C  -0.25594  1.89336  3.13553  -0.0047
C  -0.76197  0.53920  2.79904  -0.0403
N  -0.71979  -0.04121  1.61369  0.1975
C  -1.28216  -1.29703  1.74628  0.0700
C  -1.67756  -1.46691  3.04269  0.0042
N  -1.33870  -0.30251  3.67665  0.0010
C  -2.39796  -2.50364  3.84681  0.0016
O  -2.72186  -3.62441  3.24492  0.0004
O  -2.66016  -2.24324  4.99162  0.0002
C  -1.43649  -2.19670  0.56683  -0.0159
O  -1.98364  -3.28372  0.68836  0.0205
O  -1.02487  -1.71277  -0.56551  0.2057
H  -0.16184  2.48343  2.22626  0.0027
H  0.72356  1.83292  3.61268  -0.0003
H  -0.93387  2.40282  3.81913  -0.0001
H  -1.51579  -0.15425  4.66245  0.0016
H  -2.40743  -3.64283  2.30215  0.0013
N  -0.44808  -1.67725  -4.88250  -0.0008
C  0.95599  -1.37182  -4.42634  0.0041
C  0.92583  -0.97021  -2.96224  0.0112
N  0.02075  0.16188  -2.68487  0.0677
C  -1.33601  -0.10443  -3.20196  0.0214
C  -1.35261  -0.49044  -4.67052  0.0041
H  -0.80947  -2.48175  -4.36210  -0.0002
H  -0.44582  -1.94437  -5.86834  0.0002
H  1.32423  -0.57670  -5.07474  -0.0006
H  1.56102  -2.26396  -4.57651  0.0002
H  1.93269  -0.71518  -2.63868  0.0126
H  0.58838  -1.81067  -2.35095  -0.0111
H  0.39457  1.01942  -3.08580  -0.0058
H  -1.95173  0.78022  -3.05281  0.0037
H  -1.75766  -0.90755  -2.59380  -0.0087
H  -0.97730  0.30117  -5.31916  -0.0004
H  -2.35484  -0.76705  -4.99205  0.0005
O  -5.27990  3.19935  0.98875  0.3001
C  -5.17671  1.95123  1.08267  0.0991
C  -6.12066  1.17136  1.84332  0.1978
C  -6.03954  -0.19384  1.83220  -0.0666
C  -5.04297  -0.83890  1.08285  0.2899
C  -4.07748  -0.09973  0.36514  -0.0270
C  -4.09837  1.26216  0.38846  0.1567
C  -3.08872  2.11491  -0.30712  0.0443
O  -3.37999  3.35959  -0.35586  0.0115
O  -2.02909  1.65458  -0.76053  0.1120
H  -4.26551  3.52365  0.18041  -0.0058
H  -6.88552  1.70666  2.39006  -0.0023
H  -6.75163  -0.78593  2.39076  0.0032
H  -5.00759  -1.92075  1.05591  0.0069
H  -3.32255  -0.61306  -0.21450  0.0206
C  2.77876  -2.78561  -0.05738  0.0237
C  3.37002  -2.07617  1.16505  0.0070
C  2.35665  -2.00829  2.31326  0.0338
C  3.95245  -0.71078  0.88282  0.1359
C  5.23801  -0.42552  1.26720  -0.0378
C  5.78456  0.84665  1.07868  0.2197
C  5.03532  1.87426  0.48808  -0.0110
C  3.74617  1.67171  0.07403  0.1321
C  2.98615  2.79753  -0.59280  -0.0131
C  1.72722  3.22204  0.16624  0.0800
C  2.69110  2.48920  -2.06450  0.0195
C  3.16492  0.35182  0.26952  0.1382
O  1.97124  0.10802  -0.08016  0.5172
H  2.64152  -3.84287  0.17153  0.0005
H  3.44489  -2.71740  -0.92083  -0.0039
H  1.80589  -2.37318  -0.31951  -0.0080
H  4.21109  -2.68131  1.51070  0.0017
H  1.51602  -1.36608  2.04779  -0.0140
H  2.81590  -1.61712  3.22189  -0.0046
H  1.97329  -3.00599  2.53237  0.0011
H  5.83826  -1.19736  1.73226  0.0063
H  6.80114  1.04416  1.39232  -0.0052
H  5.49047  2.84754  0.35345  0.0053
H  3.66414  3.65375  -0.58005  0.0011
H  0.92222  2.48535  0.06692  0.0285
H  1.35448  4.16804  -0.22656  0.0011
H  1.93369  3.35307  1.22925  -0.0024
H  2.10459  1.57357  -2.14382  0.0009
H  3.61276  2.35395  -2.63156  -0.0035
H  2.12932  3.30811  -2.51724  0.0012


Entry 2:
Entry from the OMol25 dataset: C2H4N4 in the gas phase (wB97M-V/def2-TZVPD).

Its net charge is 0. As for the energy above the lowest of the compared OMol25 structures with the same formula, charge and spin: 102.87 kcal/mol. The LUMO energy (spin up / spin down) is -0.0083 / -0.0264 Eh. The calculation puts the total energy at -297.48037 a.u. As for the frontier orbital gap (spin up / spin down): 8.50 / 8.53 eV.

Each line ends with the Mulliken charge.
CARTESIAN COORDINATES (ANGSTROEM)
N  -1.03754  1.60857  -0.08764  -0.5287
C  -0.56409  0.40014  0.32366  0.5992
N  -0.57697  -0.13394  1.42384  -0.4907
N  1.32944  -1.64367  0.65772  -0.5233
N  0.91806  -1.34930  -0.47143  0.0637
C  -0.06967  -0.57235  -0.72837  -0.2427
H  -0.46024  2.03257  -0.79063  0.2587
H  -1.20982  2.27935  0.64372  0.2656
H  2.31741  -1.89270  0.66118  0.2269
H  -0.64657  -0.72867  -1.63205  0.3713


Entry 3:
Entry from the OMol25 dataset: 3 unconnected molecules or ions with the total composition C4H16N2O2 (wB97M-V/def2-TZVPD).

Its net charge is 0. As for the energy above the lowest of the compared OMol25 structures with the same formula, charge and spin: 22.67 kcal/mol. The LUMO energy is 0.0162 Eh. The calculation puts the total energy at -421.95530 a.u. As for the frontier orbital gap: 9.30 eV. Its structure (SMILES) is NCCCCN.O.O.

Each line ends with the Mulliken charge.
CARTESIAN COORDINATES (ANGSTROEM)
N  1.70818  2.63861  1.39172  -0.6098
C  0.36431  2.29324  0.94495  -0.8804
C  -0.22093  1.02004  1.55139  -0.4393
C  0.36035  -0.27482  0.97947  -0.6029
C  -0.68440  -1.17437  0.31353  -0.3404
N  -1.69882  -1.65925  1.26100  -0.5540
H  2.33195  1.84126  1.34475  0.2540
H  1.73100  2.86568  2.38307  0.2453
H  0.45688  2.17306  -0.14329  0.3490
H  -0.30590  3.15013  1.00783  0.3971
H  -0.35632  1.10671  2.62832  0.3431
H  -1.26993  0.97626  1.19761  0.3323
H  0.88036  -0.90743  1.70608  0.2499
H  1.10426  0.00174  0.22650  0.3741
H  -0.91172  -0.79127  -0.68982  0.1859
H  -0.15659  -2.10577  0.05953  0.2377
H  -1.80443  -0.95370  1.98002  0.2598
H  -2.56862  -1.96685  0.84821  0.2080
O  0.87933  -2.37228  -2.47536  -0.6001
H  0.38531  -3.13225  -2.81262  0.3098
H  1.76377  -2.64864  -2.20104  0.2853
O  -0.64038  0.31824  -3.59751  -0.6100
H  -0.92412  0.21369  -4.51181  0.3013
H  -0.42355  -0.61203  -3.39254  0.3045


Entry 4:
Entry from the OMol25 dataset: C5H9NO in the gas phase (wB97M-V/def2-TZVPD).

Its net charge is 0. As for the energy above the lowest of the compared OMol25 structures with the same formula, charge and spin: 100.10 kcal/mol. The LUMO energy is 0.0283 Eh. The calculation puts the total energy at -325.77803 a.u. As for the frontier orbital gap: 8.64 eV. Its structure (SMILES) is C=NCC1(O)CC1.

Each line ends with the Mulliken charge.
CARTESIAN COORDINATES (ANGSTROEM)
C  2.55482  0.39752  0.36677  -0.1843
N  1.55686  1.15493  0.55250  -0.5071
C  -0.02315  0.48707  1.01666  -0.4978
C  -0.31056  -0.35923  -0.11474  0.5469
O  0.24036  -1.62241  -0.24459  -0.5336
C  -0.97276  0.22562  -1.32104  -0.4037
C  -2.01508  -0.14023  -0.29776  -0.9030
H  2.52118  -0.69909  0.20491  0.1857
H  3.54942  0.82503  0.14375  0.2752
H  -0.61854  1.38594  1.14736  0.2613
H  0.18808  -0.03424  1.95098  0.3400
H  0.19698  -2.10670  0.59618  0.3869
H  -0.80934  1.28443  -1.49649  0.2022
H  -0.91127  -0.37956  -2.22067  0.2799
H  -2.60733  0.66104  0.12505  0.2589
H  -2.53968  -1.08011  -0.40886  0.2925